one.
# C3H2O3

A 2-piece molecular cluster, C3H2O3 overall (ωB97M-V with the def2-TZVPD basis set, the Open Molecules 2025 dataset).

Calculated values
* frontier orbital gap: 9.898 eV
* HOMO energy: -9.4684 eV
* SMILES: C=C=O.O=C=O

The geometry in ORCA input format:
```
! RIJCOSX wB97M-V def2-TZVPD def2/J DEFGRID3
* xyz 0 1
C -2.385 -0.588 0.124
C 1.029 1.023 -0.155
C 1.804 0.007 0.019
O -1.872 -0.161 1.058
O 0.089 1.684 -0.342
O -2.883 -1.077 -0.777
H 1.426 -0.826 -0.450
H 2.792 -0.061 0.523
*
```

two.
# C3H2O3

One molecule with the formula C3H2O3 (ωB97M-V with the def2-TZVPD basis set, the Open Molecules 2025 dataset).

Calculated values
* frontier orbital gap: 10.346 eV
* HOMO energy: -10.1685 eV

The geometry in ORCA input format:
```
! RIJCOSX wB97M-V def2-TZVPD def2/J DEFGRID3
* xyz 0 1
O -0.825 -2.019 -1.091
C -0.449 -1.058 -0.510
O -1.091 -0.514 0.616
C -0.365 0.435 1.225
C 0.635 0.720 0.204
O 0.632 -0.300 -0.768
H -0.144 1.536 0.020
H 1.607 1.199 0.305
*
```

three.
# C3H2O3

One molecule with the formula C3H2O3 (ωB97M-V with the def2-TZVPD basis set, the Open Molecules 2025 dataset).

Calculated values
* frontier orbital gap: 8.400 eV
* HOMO energy: -10.0537 eV
* SMILES: O=CC(=O)C=O

The geometry in ORCA input format:
```
! RIJCOSX wB97M-V def2-TZVPD def2/J DEFGRID3
* xyz 0 1
O -2.217 0.614 0.648
C -1.068 0.270 0.731
C -0.173 0.229 -0.518
O -0.497 0.722 -1.569
C 1.186 -0.441 -0.369
O 1.735 -0.492 0.705
H -0.605 -0.072 1.673
H 1.638 -0.830 -1.302
*
```

four.
# C3H2O3

One molecule with the formula C3H2O3 (ωB97M-V with the def2-TZVPD basis set, the Open Molecules 2025 dataset).

Calculated values
* frontier orbital gap: 10.622 eV
* HOMO energy: -10.0909 eV
* SMILES: O=C=CC(=O)O

The geometry in ORCA input format:
```
! RIJCOSX wB97M-V def2-TZVPD def2/J DEFGRID3
* xyz 0 1
C 0.149 -1.164 1.061
C -0.074 -0.932 -0.182
C -0.040 0.483 -0.663
O -0.230 0.738 -1.784
O 0.479 -1.437 2.136
O 0.314 1.404 0.254
H -0.541 -1.392 -0.938
H -0.057 2.299 0.116
*
```

Result of the stability comparison: two is the least stable of them.

one.
# C4H11N3O2

A 2-piece molecular cluster, C4H11N3O2 overall (ωB97M-V with the def2-TZVPD basis set, the Open Molecules 2025 dataset).

Calculated values
* frontier orbital gap: 9.480 eV
* HOMO energy: -8.6454 eV
* SMILES: CN=C(N)N.CC(=O)O

The geometry in ORCA input format:
```
! RIJCOSX wB97M-V def2-TZVPD def2/J DEFGRID3
* xyz 0 1
C -0.476 1.010 3.544
C -0.111 0.702 2.211
O -0.736 -0.440 1.683
O 0.751 1.204 1.507
H 0.424 1.534 3.975
H -0.512 0.171 4.278
H -1.476 1.506 3.433
C -1.669 -1.402 -1.870
C 0.526 -0.400 -1.839
N -0.399 -1.034 -1.303
N 0.757 0.490 -2.972
N 1.611 -0.113 -0.925
H -0.612 -0.297 0.803
H -2.028 -2.337 -1.291
H -1.654 -1.593 -2.956
H -0.099 0.657 -3.480
H 1.468 0.731 -3.640
H 2.131 -0.992 -0.544
H 1.377 0.359 -0.138
H -2.544 -0.708 -1.822
*
```

two.
# C4H11N3O2

C4H11N3O2 as an isolated structure (ωB97M-V with the def2-TZVPD basis set, the Open Molecules 2025 dataset).

Calculated values
* frontier orbital gap: 9.539 eV
* HOMO energy: -8.9459 eV

The geometry in ORCA input format:
```
! RIJCOSX wB97M-V def2-TZVPD def2/J DEFGRID3
* xyz 0 1
C -1.065 -3.697 1.822
C -1.037 -1.467 1.031
N -0.997 -0.987 -0.159
N -1.711 -2.642 1.123
N -0.540 -0.663 2.111
H -1.268 -1.356 -1.052
H -0.082 1.109 -0.678
H -2.607 -2.845 0.687
H -1.370 -0.269 2.697
H 0.046 -0.008 1.776
H -1.490 -4.664 1.856
H -0.940 -3.459 2.920
H 0.045 -3.828 1.287
C 1.751 3.727 -1.638
C 1.378 2.272 -1.560
O 0.717 2.012 -0.499
O 1.654 1.527 -2.500
H 1.095 4.101 -0.712
H 1.390 4.048 -2.590
H 2.788 3.890 -1.641
*
```

three.
# C4H11N3O2

A 2-piece molecular cluster, C4H11N3O2 overall (ωB97M-V with the def2-TZVPD basis set, the Open Molecules 2025 dataset).

Calculated values
* frontier orbital gap: 9.234 eV
* HOMO energy: -8.5853 eV
* SMILES: CN=C(N)N.CC(=O)O

The geometry in ORCA input format:
```
! RIJCOSX wB97M-V def2-TZVPD def2/J DEFGRID3
* xyz 0 1
C 2.560 -0.351 1.902
C 2.022 1.033 1.697
O 2.986 1.832 1.200
O 0.968 1.434 2.099
H 2.272 -1.169 1.237
H 2.202 -0.649 2.888
H 3.641 -0.524 1.834
C -2.408 1.117 -1.963
C -1.240 -0.600 -0.711
N -1.719 0.556 -0.820
N -1.249 -1.529 -1.777
N -0.885 -1.173 0.504
H 2.626 2.644 0.858
H -1.975 -1.434 -2.472
H -1.088 -2.453 -1.418
H -0.722 -0.451 1.188
H -0.171 -1.889 0.487
H -3.027 0.287 -2.355
H -1.825 1.380 -2.857
H -2.967 1.939 -1.520
*
```

four.
# C4H11N3O2

A 2-piece molecular cluster, C4H11N3O2 overall (ωB97M-V with the def2-TZVPD basis set, the Open Molecules 2025 dataset).

Calculated values
* frontier orbital gap: 9.002 eV
* HOMO energy: -8.3386 eV
* SMILES: [H]/N=C(\N)NC.CC(=O)O

The geometry in ORCA input format:
```
! RIJCOSX wB97M-V def2-TZVPD def2/J DEFGRID3
* xyz 0 1
C -2.259 1.479 -1.765
C -2.895 0.343 -1.009
O -2.626 -0.908 -1.444
O -3.664 0.465 -0.071
H -1.195 1.341 -1.734
H -2.548 2.435 -1.370
H -2.526 1.606 -2.818
C 2.964 -0.107 1.931
C 1.108 -0.928 0.487
N 0.292 -1.826 0.083
N 1.978 -1.104 1.501
N 1.098 0.326 -0.141
H -3.045 -1.391 -0.663
H -0.223 -1.792 -0.781
H 1.747 -1.761 2.235
H 0.646 0.305 -1.035
H 1.265 1.217 0.270
H 3.954 -0.418 1.592
H 3.161 -0.221 3.008
H 2.769 0.937 1.724
*
```

Result of the stability comparison: two is the least stable of them.

one.
# CH4N2O3

A 2-piece molecular cluster, CH4N2O3 overall (ωB97M-V with the def2-TZVPD basis set, the Open Molecules 2025 dataset).

Calculated values
* frontier orbital gap (spin up / spin down): 8.333 / 8.334 eV
* HOMO energy (spin up / spin down): -9.3183 / -9.2563 eV

The geometry in ORCA input format:
```
! RIJCOSX wB97M-V def2-TZVPD def2/J DEFGRID3
* xyz 0 1
C -0.658 -0.953 -0.012
N 0.973 1.137 0.606
N -1.574 0.063 0.162
O -1.308 1.108 -0.436
O -2.495 -0.073 0.942
O 0.861 -0.106 0.933
H -0.151 -1.049 -0.956
H -0.758 -1.822 0.622
H 0.268 1.793 0.953
H 1.298 1.338 -0.340
*
```

two.
# CH4N2O3

A 2-piece molecular cluster, CH4N2O3 overall (ωB97M-V with the def2-TZVPD basis set, the Open Molecules 2025 dataset).

Calculated values
* frontier orbital gap: 9.569 eV
* HOMO energy: -10.1258 eV

The geometry in ORCA input format:
```
! RIJCOSX wB97M-V def2-TZVPD def2/J DEFGRID3
* xyz 0 1
N -0.410 -1.309 0.156
C 0.953 1.131 0.297
N -1.536 -0.686 0.199
O 0.858 -0.125 -0.530
O 2.134 1.478 -0.005
O 0.045 1.529 0.976
H 1.941 0.286 -0.718
H -0.348 -1.859 -0.702
H -2.017 -0.406 -0.655
H -1.622 -0.041 0.981
*
```

three.
# CH4N2O3

A 2-piece molecular cluster, CH4N2O3 overall (ωB97M-V with the def2-TZVPD basis set, the Open Molecules 2025 dataset).

Calculated values
* frontier orbital gap (spin up / spin down): 8.396 / 8.398 eV
* HOMO energy (spin up / spin down): -10.2860 / -10.2861 eV

The geometry in ORCA input format:
```
! RIJCOSX wB97M-V def2-TZVPD def2/J DEFGRID3
* xyz 0 1
C 0.549 -0.147 0.495
N -0.051 0.510 -0.306
N 1.153 0.218 -2.170
O -2.036 -0.217 1.674
O 0.217 -0.373 1.811
O -0.939 0.353 2.237
H 1.465 -0.794 0.384
H 0.962 -0.748 -2.180
H 0.610 0.904 -2.734
H -1.930 0.295 0.790
*
```

four.
# CH4N2O3

A 2-piece molecular cluster, CH4N2O3 overall (ωB97M-V with the def2-TZVPD basis set, the Open Molecules 2025 dataset).

Calculated values
* frontier orbital gap (spin up / spin down): 8.466 / 8.463 eV
* HOMO energy (spin up / spin down): -9.5847 / -9.5865 eV

The geometry in ORCA input format:
```
! RIJCOSX wB97M-V def2-TZVPD def2/J DEFGRID3
* xyz 0 1
C 0.695 0.027 -0.471
N 1.669 0.112 0.555
N -1.961 -0.030 0.070
O -2.827 0.688 0.352
O -1.799 -1.168 -0.180
O -0.328 0.900 -0.435
H 1.053 -0.090 -1.495
H 0.121 -1.066 -0.530
H 1.583 -0.435 1.497
H 1.794 1.062 0.639
*
```

Result of the stability comparison: three is the least stable of them.